{"formula": "C6H11NO", "method": "wB97M-V/def2-TZVPD", "symbols": ["C", "C", "N", "C", "C", "C", "C", "O", "H", "H", "H", "H", "H", "H", "H", "H", "H", "H", "H"], "positions_angstrom": [[1.84, 1.84, 0.95], [0.75, 0.92, 1.15], [-0.14, 0.49, 0.18], [0.18, 0.20, -1.25], [-0.86, -0.98, -1.58], [-1.10, -1.68, -0.23], [-1.18, -0.56, 0.78], [0.48, 0.68, 2.30], [2.64, 1.39, 1.65], [2.19, 2.03, -0.08], [1.75, 2.89, 1.43], [0.09, 1.12, -1.86], [1.14, -0.26, -1.46], [-1.90, -0.71, -1.96], [-0.43, -1.69, -2.40], [-2.08, -2.34, -0.30], [-0.27, -2.23, 0.06], [-2.24, -0.25, 0.85], [-0.87, -0.86, 1.77]], "smiles": "CC(=O)N1CCCC1", "total_energy_ha": -365.1759, "gap_ha": 0.375, "e_homo_ev": -9.259, "lumo_energy_ev": 0.9}